{
  "formula": "C5H12",
  "method": "the ωB97M-V functional and the def2-TZVPD basis",
  "e_homo_ev": -10.05,
  "mol_weight_g_mol": 72.2,
  "total_energy_ev": -5377.3383,
  "smiles": "C=C.CCC",
  "relative_energy_kj_mol": 251.0,
  "symbols": ["C", "C", "H", "H", "H", "H", "C", "C", "C", "H", "H", "H", "H", "H", "H", "H", "H"],
  "positions_angstrom": [[-2.665, 1.513, -0.330], [-3.663, 2.361, -0.103], [-2.607, 0.397, 0.130], [-1.773, 1.669, -0.943], [-4.601, 2.041, 0.313], [-3.663, 3.489, -0.296], [1.113, -1.736, -0.759], [1.652, -0.490, -0.109], [2.441, -0.764, 1.195], [1.694, -2.659, -0.633], [0.939, -1.687, -1.844], [0.172, -1.981, -0.311], [1.057, 0.428, 0.060], [2.484, -0.060, -0.667], [2.242, 0.165, 1.782], [1.787, -1.510, 1.635], [3.390, -1.175, 0.880]],
  "mulliken_charge": [-0.343, -0.422, 0.126, 0.217, 0.220, 0.200, -1.143, -0.190, -1.023, 0.345, 0.328, 0.322, 0.251, 0.218, 0.313, 0.243, 0.338]
}